1.
Formula: C4H6O2
Source: OMol25
Level of theory: ωB97M-V with the def2-TZVPD basis set

The geometry in XYZ format:
```
12
Properties=species:S:1:pos:R:3:mulliken_charge:R:1
O 0.392 0.412 -1.950 -0.52
C 0.347 0.037 -0.632 0.04
C -0.920 -0.663 -0.170 -0.25
C -0.994 0.096 1.058 -0.44
C 1.414 0.079 0.262 0.08
O 1.232 0.086 1.505 -0.59
H 0.852 1.258 -2.021 0.33
H -0.851 -1.750 -0.068 0.24
H -1.700 -0.396 -0.890 0.24
H -0.907 -0.345 2.041 0.24
H -1.304 1.135 1.011 0.26
H 2.437 0.052 -0.144 0.38
```

The relative energy (zero: lowest compared OMol25 entry of this formula, charge and spin) is 4.054 eV. The total charge is 0. The HOMO energy (alpha / beta) comes out at -7.457 / -7.476 eV. The calculation puts the LUMO energy (alpha / beta) at -0.0054 / -0.0036 Ha.

---

2.
Formula: C4H4Cl3NO2
Source: OMol25
Level of theory: ωB97M-V with the def2-TZVPD basis set

The geometry in XYZ format:
```
14
Properties=species:S:1:pos:R:3:mulliken_charge:R:1
C 1.089 0.152 -0.823 0.33
C -0.815 1.666 -0.045 0.00
C -0.118 0.393 0.140 0.50
C -0.902 -0.817 0.711 -0.15
N 1.740 -1.019 -0.549 -0.24
O 1.326 0.890 -1.731 -0.58
O 0.175 1.458 0.982 -0.47
Cl -2.518 1.703 0.508 -0.20
Cl -0.174 -2.053 1.797 -0.18
Cl -1.606 -1.636 -0.645 -0.12
H -0.496 2.501 -0.649 0.41
H -1.756 -0.505 1.214 0.32
H 1.699 -1.475 0.308 0.17
H 2.355 -1.258 -1.219 0.21
```

The relative energy (zero: lowest compared OMol25 entry of this formula, charge and spin) is 0.848 eV. The total charge is 0. The SMILES is NC(=O)[C@@]1(C(Cl)Cl)O[C@@H]1Cl. The HOMO energy comes out at -10.427 eV. The calculation puts the LUMO energy at 0.0205 Ha.

---

3.
Formula: C4H6N2O
Source: OMol25
Level of theory: ωB97M-V with the def2-TZVPD basis set

The geometry in XYZ format:
```
13
Properties=species:S:1:pos:R:3:mulliken_charge:R:1
C -0.229 -1.318 2.491 -1.25
C -0.094 -0.751 1.144 0.74
C 0.172 -0.316 0.070 -0.34
C 0.300 0.446 -1.249 0.39
H 0.770 -1.597 2.959 0.28
H -0.655 -2.285 2.429 0.36
H -1.100 -0.786 2.983 0.28
H 1.554 -0.748 -1.622 0.26
H -1.180 1.749 -0.516 0.29
H 0.197 1.709 -2.966 0.42
N 1.308 0.133 -2.052 -0.83
N -0.651 1.353 -1.333 -0.18
O -0.394 2.412 -2.339 -0.43
```

The relative energy (zero: lowest compared OMol25 entry of this formula, charge and spin) is 5.490 eV. The total charge is 0. The SMILES is [H]/N=C(\C#CC)NO. The HOMO energy comes out at -9.308 eV. The calculation puts the LUMO energy at 0.0223 Ha.

---

4.
Formula: C32H42MgN5O8S2
Source: OMol25
Level of theory: ωB97M-V with the def2-TZVPD basis set

The geometry in XYZ format:
```
90
Properties=species:S:1:pos:R:3:mulliken_charge:R:1
Mg 0.713 0.934 0.632 3.15
O 1.111 -2.140 0.713 -0.88
S 1.874 -3.340 0.244 0.28
C 1.442 -3.674 -1.485 -0.86
C -0.022 -3.878 -1.863 -1.41
C -0.936 -2.658 -1.754 0.77
C -0.588 -1.623 -2.817 -1.19
S -0.749 0.083 -2.291 0.42
O 0.066 0.102 -1.021 0.05
C -2.479 0.206 -1.850 1.38
C -3.461 -0.333 -2.678 -0.95
C -4.793 -0.103 -2.385 -0.62
C -5.144 0.679 -1.293 -0.76
C -4.159 1.236 -0.495 -1.17
C -2.818 1.005 -0.770 -0.74
C 1.118 -4.784 0.971 0.39
C 1.789 -5.997 0.926 -0.29
C 1.195 -7.116 1.489 -0.77
C -0.048 -7.009 2.101 -0.50
C -0.699 -5.784 2.155 -0.72
C -0.115 -4.659 1.588 -0.45
H 2.011 -4.582 -1.703 0.77
H 1.910 -2.853 -2.036 0.51
H -0.447 -4.692 -1.272 0.49
H -0.023 -4.229 -2.901 0.45
H -0.859 -2.208 -0.762 -0.75
H -1.965 -2.992 -1.880 0.62
H -1.174 -1.693 -3.733 0.76
H 0.462 -1.691 -3.111 0.57
H -3.207 -0.909 -3.555 0.41
H -5.559 -0.526 -3.021 0.43
H -6.187 0.869 -1.078 0.42
H -4.429 1.875 0.335 0.54
H -2.048 1.465 -0.162 0.74
H 2.766 -6.070 0.462 0.47
H 1.705 -8.070 1.462 0.42
H -0.505 -7.882 2.547 0.40
H -1.663 -5.702 2.639 0.44
H -0.592 -3.689 1.628 0.33
C -2.192 -0.983 1.931 -0.94
C -1.120 -0.564 2.901 -0.58
O -0.569 0.717 2.530 -0.27
C -0.121 1.383 3.722 -0.52
C 0.436 2.754 3.458 -1.08
H -2.586 -1.951 2.237 0.57
H -1.800 -1.079 0.919 -0.24
H -3.011 -0.263 1.928 0.38
H -0.310 -1.299 2.936 0.25
H -1.543 -0.471 3.904 0.71
H 0.623 0.745 4.213 0.25
H -0.979 1.450 4.395 0.57
H 1.271 2.751 2.759 0.03
H 0.788 3.171 4.402 0.48
H -0.322 3.416 3.046 0.27
N 3.985 3.311 -0.626 0.03
C 3.462 3.142 -1.887 -0.67
C 2.534 2.160 -1.763 -0.66
N 2.477 1.728 -0.453 0.36
C 3.353 2.458 0.200 -1.00
H 4.629 4.030 -0.343 0.25
H 3.786 3.723 -2.730 0.41
H 1.901 1.737 -2.524 0.37
H 3.556 2.408 1.257 0.41
C 3.633 -1.508 0.114 -0.63
N 3.822 -1.291 1.539 -0.18
C 3.015 -0.547 2.308 0.20
N 3.285 -0.515 3.634 -0.42
O 2.062 0.106 1.855 -0.19
H 3.727 -2.570 -0.105 0.56
H 4.363 -0.952 -0.475 0.39
H 2.642 -1.165 -0.169 -0.29
H 4.623 -1.717 1.974 0.21
H 3.966 -1.115 4.062 0.18
H 2.643 -0.021 4.227 0.20
O 1.227 4.340 0.680 -0.73
C 0.259 3.837 0.116 -0.04
O -0.137 2.623 0.235 -0.54
C -0.503 4.652 -0.896 0.06
C -0.355 6.036 -0.929 -0.73
C -1.050 6.798 -1.858 -0.60
C -1.887 6.184 -2.780 -0.59
C -1.999 4.807 -2.741 -0.28
C -1.333 4.034 -1.813 0.20
N -2.859 4.127 -3.731 1.04
O -2.871 2.911 -3.724 -0.59
O -3.505 4.818 -4.487 -0.62
H 0.312 6.496 -0.213 0.51
H -0.937 7.873 -1.873 0.42
H -2.438 6.748 -3.518 0.52
H -1.450 2.958 -1.824 0.39
```

The total charge is +1. The HOMO energy comes out at -11.139 eV. The calculation puts the LUMO energy at -0.0718 Ha.

---

5.
Formula: C35H38F6O11S2
Source: OMol25
Level of theory: ωB97M-V with the def2-TZVPD basis set

The geometry in XYZ format:
```
92
Properties=species:S:1:pos:R:3:mulliken_charge:R:1
C 0.236 4.938 -2.572 0.04
C -0.931 4.845 -2.225 -0.54
C -2.263 4.553 -1.454 -1.07
C -2.491 3.008 -1.494 0.11
C -3.546 2.407 -2.310 0.67
S -4.722 3.338 -3.350 1.22
O -5.883 2.452 -3.512 -0.64
O -5.202 4.576 -2.740 -0.60
C -3.867 3.604 -4.973 0.85
F -2.858 4.541 -4.753 -0.27
F -3.245 2.465 -5.440 -0.27
C -4.785 4.182 -6.138 0.61
F -6.106 3.871 -6.030 -0.21
F -4.344 3.588 -7.317 -0.26
F -4.644 5.529 -6.332 -0.23
C -3.685 0.938 -2.343 -1.40
C -2.796 0.081 -1.581 0.40
C -1.755 0.720 -0.722 0.73
C -1.574 2.183 -0.657 0.46
C -0.456 2.774 0.247 -1.05
C -0.826 2.896 1.765 0.27
F -1.606 4.075 2.042 -0.38
C -0.849 -0.295 0.072 -0.51
O -0.464 -0.091 1.208 -0.57
C -0.455 -1.570 -0.751 -0.10
C 0.896 -2.127 -0.696 -0.12
C 1.253 -3.305 -1.515 0.91
C 2.724 -3.861 -1.473 -0.79
C 3.415 -3.639 -0.051 -0.59
C 4.203 -2.264 -0.001 -0.30
C 5.622 -2.354 -0.752 -0.72
S 5.838 -0.785 -1.679 1.14
O 4.756 -0.654 -2.661 -0.59
O 7.121 -0.725 -2.363 -0.64
O 5.762 0.495 -0.641 -0.48
C 0.232 -3.913 -2.375 -0.96
C -1.155 -3.369 -2.446 0.61
C -2.188 -4.011 -3.389 -0.94
C -3.361 -4.685 -3.001 -0.52
C -1.481 -2.200 -1.632 0.56
C -2.882 -1.489 -1.621 -0.37
O -3.936 -2.091 -1.628 -0.50
H 1.333 4.861 -2.718 0.37
H -3.048 5.158 -1.969 0.32
H -2.137 4.912 -0.390 0.35
H -4.467 0.466 -2.991 0.46
H -0.065 3.771 -0.082 0.48
H 0.426 2.068 0.186 0.30
H 0.144 2.996 2.341 0.13
H -1.416 2.034 2.163 0.24
H 1.623 -1.613 -0.016 0.39
H 3.305 -3.230 -2.215 0.35
H 2.804 -4.916 -1.838 0.39
H 2.613 -3.548 0.740 0.04
H 4.075 -4.520 0.187 0.41
H 3.639 -1.446 -0.534 0.10
H 4.374 -1.898 1.048 0.50
H 5.674 -3.250 -1.429 0.36
H 6.393 -2.457 0.059 0.40
H 4.862 0.887 -0.687 0.37
H 0.527 -4.784 -3.006 0.38
H -1.951 -3.966 -4.495 0.33
H -3.286 -5.714 -2.552 0.25
H -4.359 -4.190 -3.182 0.24
O 1.817 -7.255 0.588 -0.57
C 0.938 -6.843 1.302 0.81
O 1.027 -5.607 1.826 -0.32
C -0.039 -4.942 2.517 -0.13
C -0.060 -5.319 3.984 -1.15
C -0.221 -7.722 1.692 -1.09
H -0.997 -5.120 2.024 0.34
H 0.161 -3.873 2.424 0.19
H -0.246 -6.386 4.122 0.30
H -0.835 -4.762 4.512 0.39
H 0.905 -5.103 4.446 0.31
H 0.065 -8.332 2.549 0.28
H -0.457 -8.374 0.851 0.31
H -1.133 -7.173 1.920 0.34
O 1.542 3.297 3.678 -0.67
C 1.491 4.125 4.556 0.90
O 0.630 5.148 4.456 -0.34
C 0.345 6.068 5.518 -0.44
C 1.346 7.204 5.541 -0.96
C 2.444 4.079 5.721 -1.20
H 0.275 5.550 6.477 0.35
H -0.648 6.468 5.311 0.33
H 2.358 6.845 5.733 0.27
H 1.085 7.930 6.312 0.36
H 1.368 7.712 4.574 0.30
H 3.378 4.565 5.438 0.29
H 2.643 3.034 5.961 0.32
H 2.053 4.533 6.628 0.36
```

The relative energy (zero: lowest compared OMol25 entry of this formula, charge and spin) is 5.476 eV. The total charge is 0. The SMILES is C#CCc1c(S(=O)(=O)C(F)(F)C(F)(F)F)cc2c(c1CCF)C(=O)c1cc(CCCCS(=O)(=O)O)cc(C=C)c1C2=O.CCOC(C)=O.CCOC(C)=O. The HOMO energy comes out at -7.945 eV. The calculation puts the LUMO energy at -0.0475 Ha.

---

6.
Formula: C6H10OS
Source: OMol25
Level of theory: ωB97M-V with the def2-TZVPD basis set

The geometry in XYZ format:
```
18
Properties=species:S:1:pos:R:3:mulliken_charge:R:1
C -1.068 -1.772 -1.603 -0.89
C -0.643 -0.343 -1.195 -0.21
C 0.854 0.120 -0.842 -0.73
C 0.585 1.082 0.340 -0.24
C 0.596 1.347 1.852 0.18
C -0.290 0.157 1.231 -0.25
H -2.307 -1.584 -1.470 0.24
H -0.626 -2.223 -2.557 0.29
H -0.865 -2.390 -0.768 0.31
H -1.058 0.485 -1.874 0.35
H 1.321 0.372 -1.872 0.29
H 1.366 -0.747 -0.366 0.29
H -0.185 1.821 -0.041 0.26
H 0.155 2.492 1.987 0.23
H 2.334 1.125 2.668 0.34
H 0.163 -0.875 1.380 0.22
O 1.420 0.864 2.783 -0.50
S -1.750 0.070 0.349 -0.17
```

The relative energy (zero: lowest compared OMol25 entry of this formula, charge and spin) is 5.032 eV. The total charge is 0. The SMILES is C[C@@H]1C[C@@H]2[C@H](O)[C@H]2S1. The HOMO energy comes out at -8.100 eV. The calculation puts the LUMO energy at 0.0257 Ha.